{"formula": "C31H38ClN8O9P2SYb", "method": "wB97M-V/def2-TZVPD", "charge": -2, "e_above_lowest_kcal_mol": 68.1, "e_lumo_ha": [0.139, 0.139], "homo_ev": [-0.8, -1.0], "multiplicity": 2, "s2": 0.76, "species": ["Yb", "C", "C", "O", "C", "C", "C", "N", "N", "C", "O", "C", "C", "C", "C", "C", "C", "H", "H", "H", "H", "H", "H", "H", "H", "H", "H", "H", "H", "O", "P", "O", "O", "O", "P", "O", "O", "O", "H", "H", "C", "N", "C", "N", "C", "N", "C", "N", "C", "C", "H", "H", "H", "H", "H", "H", "H", "H", "H", "H", "H", "H", "Cl", "C", "C", "C", "C", "C", "C", "C", "H", "H", "H", "H", "H", "H", "N", "C", "S", "C", "C", "C", "N", "C", "C", "H", "H", "H", "H", "H", "H"], "positions_angstrom": [[1.111, -0.630, -2.279], [4.340, -3.110, -3.642], [3.703, -2.258, -2.575], [3.031, -1.308, -3.053], [3.798, -2.702, -1.237], [3.068, -2.176, -0.133], [2.950, -3.053, 1.096], [2.384, -1.020, -0.172], [2.139, -0.432, 1.018], [1.287, 0.494, 1.149], [0.430, 0.911, 0.144], [1.244, 1.211, 2.434], [1.028, 2.563, 2.459], [1.052, 3.259, 3.657], [1.349, 2.616, 4.831], [1.524, 1.254, 4.875], [1.450, 0.556, 3.651], [3.771, -2.983, -4.552], [4.327, -4.173, -3.377], [5.352, -2.731, -3.715], [4.313, -3.672, -1.109], [3.741, -3.805, 1.113], [2.015, -3.601, 0.977], [2.869, -2.489, 2.019], [0.795, 3.175, 1.573], [0.889, 4.349, 3.631], [1.382, 3.202, 5.750], [1.522, 0.697, 5.840], [1.539, -0.534, 3.677], [-3.400, -1.734, -1.598], [-2.304, -1.250, -2.695], [-2.990, -0.424, -3.727], [-1.140, -0.696, -1.923], [-1.775, -2.652, -3.344], [-0.605, -3.652, -2.865], [-0.976, -3.793, -1.279], [-0.818, -4.934, -3.597], [0.694, -2.898, -2.840], [-4.244, -1.541, -1.986], [-1.916, -3.995, -1.226], [-2.714, -1.918, 1.667], [-3.311, -3.212, 1.985], [-2.405, -4.326, 1.719], [-1.111, -4.134, 2.383], [-0.558, -2.848, 1.956], [-1.439, -1.708, 2.374], [-1.735, -1.787, 3.811], [-2.365, -3.038, 4.233], [-3.590, -3.208, 3.389], [-1.387, -4.126, 3.845], [-3.369, -1.072, 1.910], [-2.557, -1.788, 0.592], [-2.249, -4.454, 0.621], [-2.917, -5.273, 2.061], [-0.438, -2.835, 0.879], [0.403, -2.689, 2.397], [-2.393, -0.921, 4.101], [-0.767, -1.698, 4.355], [-4.276, -2.374, 3.631], [-4.067, -4.127, 3.691], [-1.857, -5.052, 4.123], [-0.461, -3.978, 4.411], [-3.341, 2.421, 2.207], [-2.279, 3.225, 1.087], [-2.433, 4.579, 1.013], [-1.699, 5.308, 0.069], [-0.850, 4.670, -0.846], [-0.605, 3.321, -0.636], [-1.313, 2.583, 0.303], [-0.971, 1.182, 0.450], [-3.115, 5.120, 1.737], [-1.807, 6.403, 0.081], [-0.282, 5.160, -1.580], [0.206, 2.848, -1.178], [-1.522, 0.636, -0.294], [-1.280, 0.793, 1.439], [0.443, 6.577, -4.391], [1.559, 5.779, -4.412], [3.044, 6.612, -4.472], [1.447, 4.375, -4.208], [2.567, 3.533, -3.898], [2.306, 2.223, -3.498], [1.072, 1.648, -3.359], [0.058, 2.411, -3.779], [0.178, 3.732, -4.172], [0.662, 7.438, -4.869], [-0.453, 6.254, -4.699], [3.553, 3.923, -3.905], [3.126, 1.525, -3.225], [-0.918, 1.934, -3.685], [-0.723, 4.311, -4.388]], "mulliken_charge": [1.338, -1.626, 1.109, -0.670, -1.358, 1.431, -1.266, -0.050, -0.522, 0.048, 0.204, -0.092, 0.252, -0.910, -0.274, -0.837, 0.006, 0.353, 0.406, 0.375, 0.137, 0.481, 0.190, 0.268, 0.457, 0.387, 0.344, 0.292, 0.312, -0.564, 0.724, -0.825, 0.117, -0.409, 0.056, -0.214, -0.883, -0.115, 0.279, 0.194, -0.082, 0.211, -0.233, 0.186, -0.193, 0.555, -0.589, -0.103, -0.705, -0.693, 0.364, -0.458, -0.240, 0.392, -0.061, -0.120, 0.234, 0.232, 0.374, 0.345, 0.364, 0.346, -0.291, 0.931, -0.325, -0.738, -1.068, 0.029, -0.575, -0.562, 0.302, 0.347, 0.687, 0.721, 0.198, 0.118, -0.423, 0.111, -0.563, 0.983, -0.954, -0.204, -0.246, -0.563, -0.744, 0.202, 0.180, 0.426, 0.306, 0.400, 0.045]}